Computed, not measured: C19H22AsN2NiO2S as an isolated structure at a distorted geometry, with the ωB97M-V functional and the def2-TZVPD basis.

Computed properties:
⟨S²⟩ = 2.026
2S+1 = 3
Charge = -1
LUMO (spin up / spin down) = 2.78 / 2.78 eV

```
48
C19H22AsN2NiO2S, DFT the ωB97M-V functional and the def2-TZVPD basis
Ni -3.764 0.262 -0.710
O -3.272 -0.377 1.071
N -2.695 -1.577 1.029
C -2.017 -1.958 2.016
C -1.232 -3.279 2.047
C -1.442 -4.034 0.911
C -2.285 -3.671 -0.118
C -2.806 -2.399 -0.152
S -3.471 -1.812 -1.561
H -1.926 -1.262 2.958
H -1.084 -3.419 3.358
H -1.033 -5.134 0.887
H -2.363 -4.331 -0.830
O -4.025 2.307 -0.835
N -2.827 2.940 -0.686
C -2.051 2.620 0.453
C -0.901 3.051 0.729
C -0.273 3.756 -0.286
C -0.852 4.049 -1.460
C -2.189 3.601 -1.681
H -2.704 2.184 1.188
H -0.164 2.852 1.660
H 1.106 3.525 -0.184
H -0.534 5.158 -2.051
H -2.796 4.269 -2.639
C 2.214 0.304 -2.056
As 0.331 -0.064 -1.641
C 0.120 -1.945 -2.176
C 0.405 -0.215 0.365
C 1.821 -0.162 0.829
C 2.622 -1.176 1.127
C 3.920 -1.178 1.184
C 4.579 0.172 1.174
C 3.750 1.228 1.159
C 2.432 1.160 0.988
H 2.818 -0.179 -1.618
H 2.249 1.469 -1.886
H 2.486 0.175 -3.119
H 0.541 -2.591 -1.521
H 0.429 -2.112 -3.141
H -0.908 -2.255 -2.093
H -0.295 -1.056 0.315
H -0.753 0.625 0.483
H 2.042 -2.224 1.184
H 4.757 -1.982 1.471
H 5.819 0.227 1.624
H 4.317 2.379 1.277
H 1.905 2.078 0.955
```